Entry 1:
10
Properties=species:S:1:pos:R:3:mulliken_charge:R:1 method="wB97M-V/def2-TZVPD" orbital_gap_ev=10.25 homo_energy_ev=-10.00 lumo_energy_ev=0.2 e_above_lowest_kj_mol=38.28
N 0.170 2.559 -0.081 -0.396
C 0.547 1.503 -0.098 0.426
N 0.749 0.191 -0.005 -0.169
S 2.396 -0.356 0.380 -0.090
C -0.380 -0.710 0.006 0.518
N -1.581 -0.067 -0.002 -0.441
O -0.175 -1.882 0.029 -0.504
H 2.500 -1.159 -0.687 0.166
H -1.806 0.552 0.763 0.238
H -2.420 -0.631 -0.306 0.252

Entry 2:
53
Properties=species:S:1:pos:R:3:mulliken_charge:R:1 method="wB97M-V/def2-TZVPD" orbital_gap_ev=8.08 homo_energy_ev=-7.79 lumo_energy_ev=0.3
O 2.048 -0.705 -1.808 -0.442
C 2.285 -0.162 -0.904 1.086
N 1.909 1.068 -0.698 0.058
C 2.091 1.856 0.556 -0.965
H 2.717 1.242 1.243 0.283
C 0.747 2.349 1.087 -0.813
C -0.054 1.251 1.516 -0.080
N -0.351 0.044 0.512 0.398
C -1.068 -0.987 1.002 -0.712
N -1.516 -1.956 0.265 0.736
N -2.299 -2.884 1.307 -0.403
N -2.205 -2.420 2.401 -0.309
C -1.442 -1.070 2.146 1.140
C -1.393 -0.111 3.347 -0.357
O -1.519 -0.146 4.421 -0.368
N -0.537 1.072 2.820 -0.168
H -0.251 1.835 3.300 0.129
C -1.285 -2.235 -1.020 -1.530
C -1.881 -1.340 -2.060 0.441
C -0.930 -0.663 -2.841 -0.264
C -1.206 0.166 -3.846 -0.741
C -2.613 0.789 -3.604 -0.332
C -3.560 0.221 -2.794 -0.446
C -3.122 -0.638 -1.838 0.318
Cl -4.254 -1.648 -0.875 -0.214
H -4.543 0.599 -2.899 0.488
H -2.762 1.592 -4.602 0.111
H -0.689 0.513 -4.528 0.860
H 0.179 -0.988 -2.850 0.104
H -1.905 -3.162 -1.237 0.371
H -0.316 -2.622 -1.197 0.571
H 0.850 2.811 1.904 1.280
C -0.042 3.073 -0.061 -0.846
C 0.160 2.355 -1.434 -0.029
C 1.542 1.907 -1.706 -1.486
H 1.314 1.158 -2.506 0.368
H 2.148 2.611 -1.972 0.614
H -0.685 1.626 -1.172 -0.377
H -0.355 2.916 -2.148 0.773
H -1.067 3.301 0.393 0.381
H 0.503 4.200 -0.196 0.232
H 2.633 2.907 0.723 0.366
C 3.269 -0.840 0.389 -2.431
C 2.460 -1.434 1.344 1.481
C 2.153 -1.256 2.724 -1.029
C 1.218 -2.004 3.195 -0.050
C 0.897 -3.001 2.496 -0.005
S 1.539 -2.891 0.848 -0.256
H 0.209 -4.059 2.835 0.243
H 0.986 -1.926 4.525 0.155
H 2.491 -0.331 3.084 0.430
H 3.863 -0.242 0.763 0.983
H 3.637 -1.740 -0.354 0.249

Entry 3:
70
Properties=species:S:1:pos:R:3:mulliken_charge:R:1 method="wB97M-V/def2-TZVPD" orbital_gap_ev=6.43 homo_energy_ev=-4.04 charge=-1 lumo_energy_ev=2.4 e_above_lowest_kj_mol=132.62
Pd -0.139 0.145 -0.419 0.661
C -6.380 0.523 -0.752 -0.887
N -5.723 -0.755 -0.619 0.329
C -6.281 -1.956 -0.206 -0.483
C -5.332 -2.901 -0.303 -0.388
N -4.180 -2.289 -0.801 0.428
C -4.432 -0.965 -0.982 -0.042
S -3.413 0.225 -1.626 0.056
C -2.864 -2.866 -0.699 -0.074
C -2.470 -3.851 -1.584 -0.720
C -1.197 -4.371 -1.419 -0.478
C -0.395 -3.887 -0.402 -0.527
C -0.901 -2.900 0.430 -0.468
N -2.132 -2.409 0.293 0.086
H -7.409 0.424 -0.416 0.310
H -6.359 0.845 -1.796 0.361
H -5.868 1.270 -0.145 0.263
H -7.298 -2.018 0.137 0.428
H -5.345 -3.943 -0.039 0.454
H -3.120 -4.160 -2.392 0.461
H -0.828 -5.130 -2.098 0.392
H 0.618 -4.239 -0.267 0.427
H -0.321 -2.475 1.240 0.506
F -1.457 4.899 2.616 -0.228
C -1.662 4.486 1.363 0.341
F -2.974 4.307 1.191 -0.212
F -1.266 5.464 0.534 -0.223
S -0.717 2.949 0.986 1.126
O -1.087 2.648 -0.381 -0.592
O 0.653 3.351 1.215 -0.805
N -1.296 2.011 2.093 -0.625
S -1.560 0.452 1.661 1.022
O -0.985 -0.440 2.680 -0.799
O -2.135 -0.478 -2.064 -0.611
C -3.357 0.500 2.210 0.208
F -3.956 -0.686 2.002 -0.216
F -4.056 1.422 1.528 -0.211
F -3.469 0.781 3.509 -0.239
C 5.126 -0.304 3.111 -1.279
C 4.788 -1.026 1.812 -0.024
C 3.373 -1.596 1.779 -0.699
C 2.268 -0.543 1.875 0.268
N 2.441 0.564 0.944 0.136
C 1.924 0.519 -0.360 -0.461
S 1.752 -0.949 -1.238 -0.393
N 2.125 1.758 -0.989 -0.094
C 1.809 1.957 -2.395 -0.752
C 2.931 1.538 -3.347 -0.559
C 4.318 2.070 -2.975 -0.581
C 5.063 1.193 -1.971 -0.761
H 6.155 0.063 3.107 0.388
H 5.009 -0.969 3.971 0.292
H 4.473 0.557 3.266 0.282
H 5.502 -1.840 1.651 0.422
H 4.903 -0.337 0.972 -0.176
H 3.234 -2.291 2.617 0.486
H 3.239 -2.165 0.859 0.253
H 2.266 -0.105 2.875 0.706
H 1.293 -1.014 1.749 -0.948
H 2.261 1.467 1.366 0.382
H 1.808 2.519 -0.399 0.335
H 1.633 3.029 -2.510 0.617
H 0.883 1.445 -2.676 0.167
H 2.648 1.900 -4.342 0.445
H 2.965 0.448 -3.409 0.207
H 4.224 3.086 -2.576 0.270
H 4.922 2.151 -3.885 0.346
H 4.552 1.176 -1.009 -0.005
H 6.084 1.552 -1.814 0.450
H 5.121 0.163 -2.333 0.250

Entry 4:
10
Properties=species:S:1:pos:R:3:mulliken_charge:R:1 method="wB97M-V/def2-TZVPD" orbital_gap_ev=9.00 homo_energy_ev=-8.37 lumo_energy_ev=0.6 e_above_lowest_kj_mol=266.07
O -0.038 1.185 -1.568 -0.497
C 0.249 0.383 -0.484 0.556
C 0.185 -0.937 -0.666 -0.456
C -0.387 -1.433 0.719 -0.050
C -0.283 -0.369 1.450 -0.442
O 0.415 0.784 0.725 -0.336
H -0.023 2.197 -1.265 0.361
H -0.294 -1.271 -1.771 0.178
H -0.787 -2.361 1.063 0.398
H -0.497 -0.184 2.602 0.289

Entry 5:
14
Properties=species:S:1:pos:R:3:mulliken_charge:R:1 method="wB97M-V/def2-TZVPD" orbital_gap_ev="7.16 / 6.58" spin_multiplicity=3 homo_energy_ev="-7.37 / -10.44" lumo_energy_ev="-0.2 / -3.9" e_above_lowest_kj_mol=116.81
C 0.248 1.450 0.123 -0.267
C -1.907 0.406 0.148 -0.294
C 0.984 0.350 -0.050 0.088
C 0.128 -1.166 0.145 0.523
C -1.396 -1.017 0.157 -0.320
N -1.134 1.483 0.118 -0.484
N 2.390 0.275 -0.282 0.867
O 0.664 -2.237 0.115 -0.463
O 2.863 -0.637 -0.919 -0.526
O 2.997 1.204 0.199 -0.554
H 0.678 2.452 0.228 0.460
H -2.928 0.617 -0.199 0.359
H -1.856 -1.798 0.918 0.308
H -1.729 -1.382 -0.701 0.301

Entry 6:
9
Properties=species:S:1:pos:R:3:mulliken_charge:R:1 method="wB97M-V/def2-TZVPD" orbital_gap_ev=7.82 homo_energy_ev=-8.94 lumo_energy_ev=-1.1 e_above_lowest_kj_mol=193.56
C 0.606 0.512 0.904 -0.567
N -0.058 -0.626 0.382 -0.300
N -0.441 -0.148 -1.362 -0.532
I -1.066 -1.939 -2.197 0.171
I -1.956 1.288 -1.214 0.206
H -0.192 1.193 0.877 0.212
H 0.916 0.220 1.901 0.322
H 1.653 0.942 0.404 0.205
H 0.540 -1.441 0.306 0.284